284
Properties=species:S:1:pos:R:3:lowdin_charge:R:1 method="wB97M-V/def2-TZVPD" fmax_ha_per_bohr=0.080 orbital_gap_ha=0.405
C 23.27 22.50 17.10 -0.123
C 23.76 22.86 15.72 -0.275
C 23.30 22.01 14.58 -0.232
C 23.79 20.60 14.85 -0.222
C 22.97 19.45 14.13 -0.231
C 23.27 19.44 12.64 -0.102
H 23.65 21.52 17.49 0.063
H 22.18 22.44 17.26 0.047
H 23.68 23.21 17.89 0.103
H 23.49 23.91 15.49 0.119
H 24.82 22.82 15.84 0.098
H 23.74 22.41 13.63 0.120
H 22.19 21.91 14.49 0.120
H 24.88 20.52 14.71 0.130
H 23.57 20.47 15.92 0.047
H 23.12 18.50 14.58 0.075
H 21.91 19.68 14.32 0.070
H 23.23 20.43 12.18 0.074
H 24.27 19.15 12.47 0.054
H 22.65 18.74 12.09 0.064
C 11.78 23.46 18.36 -0.118
C 10.62 22.76 19.03 -0.283
C 10.98 21.36 19.46 -0.222
C 11.24 20.31 18.32 -0.196
C 12.08 19.09 18.77 -0.252
C 12.18 18.00 17.68 -0.112
H 11.51 24.51 18.29 0.061
H 12.09 23.12 17.35 0.075
H 12.62 23.44 19.14 0.079
H 10.25 23.35 19.91 0.121
H 9.80 22.68 18.26 0.121
H 10.25 21.00 20.11 0.086
H 11.91 21.38 20.04 0.083
H 10.25 19.95 17.98 0.115
H 11.66 20.82 17.44 0.071
H 13.10 19.44 18.99 0.074
H 11.65 18.63 19.73 0.139
H 11.19 17.89 17.20 0.081
H 12.87 18.26 16.86 0.041
H 12.48 17.01 18.07 0.069
C 16.76 21.22 20.53 -0.080
C 15.42 21.96 20.85 -0.229
C 14.41 21.13 21.64 -0.225
C 14.88 20.59 22.99 -0.245
C 13.91 19.64 23.60 -0.253
C 14.16 19.61 25.12 -0.107
H 17.30 22.01 20.06 0.037
H 16.73 20.35 19.91 0.045
H 17.27 21.07 21.50 0.068
H 15.53 22.94 21.37 0.104
H 15.12 22.27 19.84 0.088
H 14.11 20.30 20.93 0.101
H 13.48 21.66 21.87 0.102
H 15.86 20.13 22.88 0.072
H 15.08 21.47 23.63 0.130
H 12.90 19.97 23.47 0.101
H 14.00 18.59 23.25 0.110
H 13.77 20.47 25.56 0.046
H 13.72 18.72 25.61 0.078
H 15.21 19.62 25.41 0.062
C 17.61 14.41 13.30 -0.116
C 18.11 15.49 14.22 -0.263
C 18.97 16.67 13.69 -0.200
C 18.13 17.84 13.23 -0.235
C 18.94 19.06 12.97 -0.287
C 18.20 20.40 12.85 -0.085
H 17.44 14.85 12.28 0.077
H 16.65 14.00 13.61 0.054
H 18.27 13.51 13.15 0.080
H 17.17 15.89 14.61 0.078
H 18.63 15.06 15.07 0.088
H 19.60 16.30 12.89 0.113
H 19.65 17.07 14.45 0.079
H 17.58 17.44 12.37 0.127
H 17.42 18.14 14.00 0.104
H 19.67 19.13 13.74 0.065
H 19.51 18.92 12.06 0.109
H 17.62 20.53 13.79 0.051
H 18.89 21.24 12.70 0.072
H 17.45 20.42 12.06 0.074
C 21.83 15.60 16.13 -0.110
C 21.29 16.13 17.45 -0.240
C 22.07 17.41 17.83 -0.206
C 23.57 17.11 17.98 -0.208
C 24.36 18.43 18.01 -0.258
C 25.88 18.27 18.13 -0.093
H 21.90 16.46 15.45 0.055
H 21.20 14.90 15.53 0.079
H 22.89 15.28 16.31 0.076
H 20.17 16.25 17.36 0.093
H 21.54 15.39 18.24 0.083
H 21.77 17.89 18.81 0.117
H 21.93 18.16 17.03 0.085
H 23.76 16.62 18.93 0.079
H 23.87 16.46 17.18 0.086
H 24.17 19.03 17.14 0.064
H 23.97 19.07 18.82 0.096
H 26.39 19.20 18.26 0.055
H 26.11 17.54 18.92 0.070
H 26.21 17.84 17.16 0.085
C 11.97 20.51 14.79 -0.098
C 13.05 19.62 14.16 -0.257
C 12.44 18.52 13.29 -0.224
C 13.45 17.72 12.40 -0.200
C 12.91 16.42 11.72 -0.251
C 13.84 15.22 11.50 -0.109
H 11.38 20.97 14.01 0.071
H 12.49 21.25 15.36 0.050
H 11.24 19.92 15.33 0.068
H 13.63 20.19 13.52 0.083
H 13.61 19.12 14.96 0.083
H 11.61 18.85 12.66 0.111
H 12.00 17.78 13.99 0.111
H 13.98 18.42 11.74 0.107
H 14.21 17.41 13.10 0.079
H 12.15 16.04 12.39 0.091
H 12.56 16.70 10.69 0.113
H 13.19 14.37 11.20 0.086
H 14.61 15.50 10.87 0.042
H 14.25 14.93 12.48 0.050
C 20.23 14.24 25.42 -0.087
C 19.15 14.21 26.55 -0.252
C 17.84 14.88 26.12 -0.222
C 17.14 14.13 24.98 -0.215
C 15.76 14.69 24.57 -0.289
C 15.48 14.36 23.17 -0.143
H 20.98 13.49 25.60 0.062
H 20.74 15.26 25.44 0.077
H 19.71 14.06 24.46 0.043
H 18.92 13.16 26.75 0.099
H 19.53 14.54 27.53 0.107
H 17.86 15.92 25.90 0.089
H 17.22 14.73 27.01 0.110
H 17.79 14.20 24.08 0.069
H 17.09 13.11 25.27 0.109
H 14.96 14.30 25.23 0.120
H 15.69 15.77 24.76 0.105
H 14.44 14.48 22.92 0.067
H 16.13 14.97 22.50 0.065
H 15.72 13.22 23.08 0.118
C 17.81 18.36 23.50 -0.094
C 19.20 17.76 23.26 -0.259
C 20.23 18.20 24.31 -0.212
C 21.62 17.72 24.00 -0.218
C 22.37 18.50 22.90 -0.222
C 23.69 17.94 22.44 -0.092
H 16.98 17.86 22.94 0.067
H 17.80 19.34 23.07 0.041
H 17.58 18.52 24.55 0.073
H 19.04 16.69 23.20 0.096
H 19.53 18.06 22.29 0.066
H 19.85 17.78 25.30 0.124
H 20.22 19.32 24.40 0.124
H 22.23 17.65 24.90 0.112
H 21.52 16.66 23.78 0.075
H 21.72 18.56 21.99 0.094
H 22.51 19.52 23.26 0.082
H 24.31 17.64 23.29 0.087
H 23.61 17.13 21.81 0.010
H 24.36 18.55 21.84 0.067
C 18.71 13.80 21.41 -0.078
C 19.85 14.69 20.87 -0.232
C 21.14 14.37 21.56 -0.234
C 22.41 14.58 20.75 -0.220
C 23.72 14.14 21.47 -0.237
C 24.82 14.00 20.42 -0.111
H 17.72 14.08 21.11 0.035
H 18.72 13.70 22.50 0.045
H 18.86 12.76 21.08 0.074
H 19.92 14.55 19.80 0.098
H 19.61 15.70 20.94 0.070
H 21.11 13.32 21.85 0.119
H 21.25 14.85 22.50 0.081
H 22.24 13.86 19.93 0.121
H 22.51 15.58 20.35 0.080
H 24.01 14.99 22.14 0.099
H 23.59 13.28 22.12 0.098
H 24.83 14.85 19.73 0.054
H 25.85 13.96 20.80 0.071
H 24.70 13.09 19.84 0.066
C 24.35 21.75 23.18 -0.059
C 23.17 22.49 23.93 -0.230
O 22.67 23.54 23.12 -0.192
P 21.58 23.37 21.98 0.390
O 21.84 24.30 20.88 -0.216
O 21.85 21.81 21.64 -0.214
C 21.62 21.12 20.44 -0.215
C 20.25 20.39 20.66 -0.039
O 20.21 23.47 22.73 -0.170
C 19.43 24.72 22.67 -0.242
C 18.07 24.51 22.13 -0.091
H 24.02 20.97 22.53 0.020
H 24.87 22.51 22.58 0.087
H 25.03 21.27 23.89 0.079
H 22.35 21.72 24.12 0.121
H 23.54 23.00 24.83 0.116
H 21.58 21.77 19.59 0.090
H 22.44 20.42 20.34 0.101
H 20.18 19.47 20.05 0.069
H 20.23 20.01 21.70 0.058
H 19.35 20.97 20.51 0.047
H 19.37 25.03 23.73 0.128
H 20.02 25.50 22.10 0.129
H 17.39 24.25 22.95 0.080
H 17.58 25.49 21.76 0.114
H 17.96 23.78 21.36 0.036
C 15.28 17.43 20.67 -0.071
C 16.61 17.16 20.18 -0.249
O 17.00 18.13 19.19 -0.184
P 17.48 18.02 17.68 0.409
O 17.85 16.72 17.15 -0.197
O 16.26 18.62 16.90 -0.173
C 15.64 19.80 17.35 -0.248
C 16.24 21.13 16.79 -0.041
O 18.58 19.22 17.66 -0.207
C 19.31 19.34 16.41 -0.240
C 20.36 20.39 16.72 -0.045
H 15.14 18.39 21.19 0.062
H 14.62 17.44 19.81 0.075
H 15.05 16.66 21.40 0.073
H 17.40 17.27 20.94 0.105
H 16.57 16.09 19.86 0.130
H 14.59 19.75 16.95 0.110
H 15.59 19.82 18.39 0.061
H 17.26 21.36 17.21 0.074
H 16.32 21.26 15.66 0.085
H 15.61 21.98 17.08 0.067
H 19.65 18.33 16.18 0.092
H 18.53 19.72 15.72 0.102
H 19.97 21.39 16.86 0.073
H 20.89 20.01 17.64 0.082
H 21.13 20.42 15.93 0.045
C 14.36 15.96 15.73 -0.068
C 14.81 15.26 16.94 -0.247
O 13.93 14.13 17.21 -0.175
P 13.72 13.63 18.69 0.382
O 13.76 14.60 19.77 -0.207
O 12.39 12.73 18.64 -0.174
C 12.10 11.80 17.63 -0.269
C 11.32 12.57 16.57 -0.048
O 14.86 12.56 18.77 -0.181
C 15.49 12.01 19.89 -0.260
C 16.84 11.36 19.47 -0.050
H 13.32 16.33 15.90 0.079
H 15.00 16.76 15.47 0.052
H 14.37 15.23 14.88 0.092
H 15.76 14.77 16.76 0.122
H 14.90 15.84 17.84 0.091
H 13.06 11.41 17.32 0.111
H 11.56 10.98 18.02 0.108
H 11.90 13.33 16.18 0.038
H 11.11 11.88 15.80 0.062
H 10.35 12.86 17.03 0.099
H 15.61 12.81 20.57 0.072
H 14.80 11.26 20.34 0.134
H 17.34 12.13 18.89 0.075
H 17.34 11.08 20.36 0.052
H 16.69 10.50 18.78 0.086
C 20.01 24.72 17.80 -0.043
C 18.89 24.62 18.83 -0.259
O 17.59 24.63 18.19 -0.169
P 16.73 25.97 18.23 0.330
O 17.28 26.92 19.18 -0.214
O 16.80 26.38 16.75 -0.155
C 16.56 27.73 16.33 -0.258
C 15.46 27.84 15.31 -0.067
O 15.22 25.48 18.41 -0.174
C 14.58 25.81 19.68 -0.249
C 13.61 27.02 19.67 -0.036
H 20.95 24.69 18.35 0.064
H 20.00 23.89 17.17 0.042
H 20.01 25.72 17.39 0.084
H 18.95 23.69 19.44 0.103
H 19.03 25.41 19.56 0.092
H 16.38 28.37 17.23 0.125
H 17.50 28.06 15.97 0.107
H 14.49 27.42 15.72 0.101
H 15.35 28.87 15.02 0.070
H 15.69 27.31 14.39 0.074
H 14.02 24.87 19.93 0.102
H 15.37 25.85 20.37 0.069
H 12.95 26.83 18.81 0.079
H 12.98 26.98 20.53 0.064
H 14.18 27.91 19.52 0.065